Formula: C22H33N4O7P
Source: the OMol25 dataset
Level of theory: ωB97M-V/def2-TZVPD

Geometry as ORCA input:
```
! RIJCOSX wB97M-V def2-TZVPD def2/J DEFGRID3
* xyz 0 1
C -1.22946 2.84635 -4.66431
C 0.27377 3.10408 -4.48421
O 1.07222 1.94774 -4.30080
C 0.61701 1.11186 -3.27397
C 1.76136 0.35415 -2.61188
O 2.55387 1.27523 -1.85532
C 2.45903 1.10205 -0.48412
O 2.37737 2.37314 0.19467
C 1.42713 3.18114 -0.36412
O 1.70158 3.95741 -1.17644
O 0.10973 3.05652 -0.00261
P -0.19606 1.96202 1.24794
O 0.64027 2.40994 2.58318
O -1.75476 2.19842 1.66898
H -1.70829 3.83244 -4.70941
H -1.70470 2.31892 -3.83499
H -1.43658 2.35831 -5.61983
H 0.62174 3.55718 -5.41860
H 0.45144 3.86982 -3.71535
H -0.03573 0.34029 -3.72907
H 0.01795 1.61633 -2.50231
H 2.40768 -0.08131 -3.38041
H 1.36165 -0.47742 -2.02043
H 1.60283 0.49334 -0.16996
H 3.38666 0.63882 -0.12953
H 1.18571 1.64619 2.82336
H -2.11446 1.36936 2.00456
C -5.18940 -0.64656 -2.90508
C -5.71408 0.47399 -2.20706
C -4.66808 1.07803 -1.56367
N -3.53366 0.36410 -1.84194
C -3.84133 -0.68581 -2.66240
H -5.74026 -1.34261 -3.51804
H -6.74103 0.79856 -2.18181
H -4.63158 1.95042 -0.93322
H -2.61565 0.57930 -1.49627
H -3.07830 -1.36723 -3.00040
C -7.05895 -5.89742 -1.44551
C -8.00971 -4.90304 -1.09298
C -7.45555 -3.68587 -1.38982
N -6.20780 -3.90561 -1.90345
C -5.95984 -5.25032 -1.94506
H -7.16997 -6.96449 -1.34487
H -8.98797 -5.06322 -0.67065
H -7.83930 -2.68556 -1.27954
H -5.57181 -3.18738 -2.20404
H -5.02571 -5.62914 -2.32422
C 3.32754 2.66790 4.31234
C 4.35010 2.19129 5.17827
C 5.39400 1.78587 4.39121
N 5.04270 1.99438 3.08484
C 3.78608 2.53528 3.02681
H 2.36708 3.06344 4.59937
H 4.32123 2.15168 6.25472
H 6.35306 1.36724 4.64564
H 5.61834 1.78308 2.29021
H 3.33084 2.77731 2.08184
C 5.37731 -1.75081 4.21758
C 6.22479 -2.73371 3.63800
C 6.09714 -3.87441 4.38500
N 5.20932 -3.61798 5.39399
C 4.76288 -2.32783 5.29628
H 5.23447 -0.73848 3.88099
H 6.85547 -2.61625 2.77202
H 6.55976 -4.84191 4.28714
H 4.92850 -4.27540 6.09797
H 4.05040 -1.93314 6.00081
*
```

Results
- E_LUMO (eV) = 0.2
- E (eV) = -52929.768
- structure (SMILES) = CCOCCOCOC(=O)OP(O)O.c1cc[nH]c1.c1cc[nH]c1.c1cc[nH]c1.c1cc[nH]c1
- Kohn-Sham gap (eV) = 8.397